1.
Density functional theory data (wB97M-V/def2-TZVPD) for one molecule with the formula C20H25FN2O2.

The geometry in XYZ format:
```
50
Properties=species:S:1:pos:R:3:forces:R:3
C 0.5609 -4.0640 3.1855 0.1 -0.2 0.1
H 1.5654 -4.1049 2.7654 -0.1 0.0 0.1
H 0.6262 -3.8249 4.2519 0.0 0.0 0.0
O -0.1093 -3.0570 2.4697 -0.4 0.3 -0.2
C -1.4124 -2.7800 2.7861 0.0 0.1 -0.1
C -2.1243 -3.4380 3.7807 0.3 -0.1 0.0
C -3.4426 -3.1026 4.0428 -0.1 0.1 0.0
C -4.0682 -2.1080 3.3179 -0.1 -0.1 0.1
C -3.3635 -1.4477 2.3255 0.1 -0.1 0.1
C -2.0454 -1.7643 2.0449 0.0 0.0 0.0
N -1.4073 -1.0275 1.0054 0.1 -0.2 0.1
C -1.0358 -1.8337 -0.1461 0.1 0.0 -0.5
C -0.5926 -0.8914 -1.2713 -0.2 -0.3 0.1
N 0.5144 -0.0355 -0.8934 0.0 -0.1 -0.1
C 0.1563 0.6955 0.3083 0.0 0.0 0.3
C -0.2902 -0.2137 1.4590 0.2 0.3 -0.1
H -0.6329 0.3961 2.2987 0.1 0.0 0.0
H 0.5561 -0.8298 1.8033 -0.1 0.1 0.0
H 0.9999 1.3109 0.6182 0.0 0.1 0.0
H -0.6727 1.3571 0.0413 0.0 0.1 0.1
C 1.7992 -0.7066 -0.8426 0.2 0.1 0.1
C 2.9657 0.2828 -0.9590 -0.3 0.1 -0.3
C 2.7497 1.2990 -2.0789 0.3 -0.3 0.0
O 2.0225 2.3845 -1.5405 0.0 0.1 0.2
C 1.4744 3.2969 -2.3760 -0.1 0.3 -0.2
C 1.6946 3.3595 -3.7494 0.1 -0.3 0.3
C 1.0909 4.3489 -4.5080 -0.3 0.3 0.0
C 0.2739 5.2724 -3.8895 0.1 -0.1 0.0
C 0.0422 5.2349 -2.5249 0.0 0.0 -0.2
C 0.6427 4.2470 -1.7753 0.2 -0.2 -0.1
H 0.4835 4.1850 -0.7109 0.0 0.0 0.1
H -0.6007 5.9708 -2.0688 -0.1 0.1 0.0
F -0.3129 6.2398 -4.6332 0.0 0.0 0.0
H 1.2557 4.4057 -5.5724 0.0 0.0 -0.1
H 2.3390 2.6487 -4.2413 0.1 -0.1 0.0
H 2.1878 0.8337 -2.8969 0.0 0.1 0.0
H 3.7163 1.6576 -2.4623 -0.2 0.0 0.0
H 3.0972 0.8346 -0.0282 0.1 0.0 0.0
H 3.8793 -0.2822 -1.1488 0.1 0.0 0.1
H 1.9451 -1.3116 0.0667 0.0 -0.1 -0.1
H 1.8402 -1.3854 -1.6999 0.0 0.0 0.1
H -0.3181 -1.4694 -2.1571 0.0 0.0 0.0
H -1.4311 -0.2371 -1.5282 -0.1 -0.1 0.0
H -1.9137 -2.4031 -0.4616 0.1 0.0 0.0
H -0.2253 -2.5436 0.0864 -0.1 0.0 0.0
H -3.8274 -0.6664 1.7438 0.0 0.1 -0.1
H -5.0955 -1.8468 3.5212 -0.1 0.0 0.0
H -3.9752 -3.6289 4.8210 0.0 0.0 0.1
H -1.6599 -4.2192 4.3622 0.1 -0.1 0.0
H 0.0779 -5.0383 3.0585 0.0 0.0 0.0
```
Positions in Å, forces in eV/Å.

SMILES	COc1ccccc1N1CCN(CCCOc2ccc(F)cc2)CC1
gap between HOMO and LUMO	8.701	eV
ΔE to the lowest compared entry with this formula, charge and spin	0.935	eV


2.
Density functional theory data (wB97M-V/def2-TZVPD) for C30H25MnN7O4S as an isolated structure.

The geometry in XYZ format:
```
68
Properties=species:S:1:pos:R:3:forces:R:3
Mn 0.1026 0.4145 0.4104 0.8 0.0 0.6
O -4.6574 2.7365 0.0609 0.1 0.0 0.0
C -3.9753 3.0920 -1.0362 0.1 -0.1 0.1
C -4.6852 3.7798 -2.0171 -0.1 0.1 -0.1
C -4.0607 4.1806 -3.1750 0.0 0.0 0.0
C -2.7055 3.9072 -3.4004 -0.1 0.0 -0.1
C -1.9958 3.2247 -2.4496 0.0 -0.1 0.1
C -2.6113 2.8030 -1.2536 -0.1 0.0 0.0
C -1.8307 2.0741 -0.2811 -0.1 0.0 -0.1
O -0.5548 1.8076 -0.5839 0.0 0.2 0.3
N -2.3195 1.6526 0.8574 0.2 0.2 -0.2
N -1.2849 1.0619 1.5598 -0.4 -0.2 0.1
C -1.2597 1.0838 2.8480 0.0 0.1 -0.1
C -0.0741 0.7955 3.5876 0.0 0.0 0.0
C -0.1427 0.6348 4.9807 0.0 0.0 0.1
C 1.0041 0.5087 5.7261 0.0 0.0 0.0
C 2.2466 0.5903 5.0853 0.0 0.0 0.0
C 2.3399 0.7775 3.7205 0.1 0.0 0.1
C 1.1826 0.8732 2.9496 0.0 -0.1 0.0
O 1.3143 1.0762 1.6348 -0.4 0.1 -0.4
H -4.0685 2.3070 0.7043 0.0 0.0 0.0
H -5.7298 3.9902 -1.8318 0.0 0.0 0.0
H -4.6280 4.7201 -3.9223 0.0 0.0 0.0
H -2.2275 4.2374 -4.3115 0.0 0.0 0.0
H -0.9467 3.0090 -2.5973 0.0 0.0 0.0
H -2.1566 1.4309 3.3544 0.0 0.0 0.0
H -1.1155 0.6163 5.4578 0.0 0.0 0.0
H 0.9508 0.3772 6.7975 0.0 0.0 0.0
H 3.1558 0.5205 5.6689 0.0 0.0 0.0
H 3.3029 0.8728 3.2353 0.0 0.0 0.0
S 1.3415 -1.9635 -6.5138 0.0 -0.1 -0.1
N 2.2955 -1.1327 -5.5222 0.0 0.0 0.0
C 1.6293 -0.9852 -4.3884 0.0 0.0 0.1
C 2.1118 -0.2851 -3.2108 0.1 0.0 -0.2
C 3.3523 0.3564 -3.1112 0.0 0.0 0.0
C 3.6817 1.0012 -1.9389 0.1 0.0 0.0
C 2.7844 0.9901 -0.8752 0.0 0.0 0.1
N 1.6173 0.3676 -0.9605 -0.2 -0.2 -0.2
C 1.2672 -0.2458 -2.1126 -0.2 0.0 0.1
C -0.0552 -0.8563 -2.1403 0.1 0.1 0.1
N -0.7931 -0.7267 -1.0205 -0.1 0.1 0.0
C -2.0127 -1.2457 -0.9653 0.0 0.0 0.0
C -2.5613 -1.9298 -2.0460 0.0 0.0 0.0
C -1.8216 -2.0707 -3.2003 0.0 0.0 0.0
C -0.5346 -1.5258 -3.2568 0.0 -0.1 -0.2
C 0.3465 -1.5906 -4.4094 0.0 0.0 0.1
N 0.0680 -2.1847 -5.5583 0.0 0.1 0.0
H 4.0279 0.3445 -3.9574 0.0 0.0 0.0
H 4.6236 1.5199 -1.8312 0.0 0.0 0.0
H 2.9968 1.4828 0.0648 0.0 0.0 0.0
H -2.5630 -1.1027 -0.0442 0.0 0.0 0.0
H -3.5610 -2.3327 -1.9679 0.0 0.0 0.0
H -2.2186 -2.5898 -4.0636 0.0 0.0 0.0
C 2.3135 -3.8794 2.5637 0.0 0.0 0.0
N 1.8057 -2.7048 1.8276 0.1 0.0 0.0
C 2.7270 -1.9649 0.9628 0.0 0.0 0.0
C 0.5653 -2.2932 1.9599 -0.2 0.1 0.2
C -0.4013 -3.0070 2.8524 0.0 0.0 0.0
O 0.1145 -1.2596 1.3756 0.3 -0.3 -0.3
H 3.3603 -4.0112 2.3147 0.0 0.0 0.0
H 1.7803 -4.7822 2.2753 0.0 0.0 0.0
H 2.2313 -3.7293 3.6377 0.0 0.0 0.0
H 3.7020 -2.4383 1.0017 0.0 0.0 0.0
H 2.8165 -0.9326 1.2959 0.0 0.0 0.0
H 2.3724 -1.9854 -0.0672 0.0 0.0 0.0
H -0.1012 -4.0136 3.1187 0.0 0.0 0.0
H -1.3734 -3.0313 2.3642 0.0 0.0 0.0
H -0.5048 -2.4176 3.7674 0.0 0.0 0.0
```
Positions in Å, forces in eV/Å.

2S+1	4
gap between HOMO and LUMO (alpha / beta)	5.796 / 5.819	eV
ΔE to the lowest compared entry with this formula, charge and spin	0.000	eV
charge	+2


3.
Density functional theory data (wB97M-V/def2-TZVPD) for a 5-piece molecular cluster, C30H27Cl3FNO18S overall.

The geometry in XYZ format:
```
81
Properties=species:S:1:pos:R:3:forces:R:3
C 2.6253 -4.5242 1.3724 0.3 -0.4 0.1
C 2.5443 -4.1600 -0.0879 -0.1 0.2 0.0
Cl 4.1955 -3.9347 -0.6974 0.3 0.1 -0.1
C 1.5400 -3.0156 -0.4440 0.2 0.4 -0.4
Cl 2.1281 -1.9357 -1.7234 -0.1 0.1 -0.3
N 1.0006 -2.1921 0.6365 0.6 -0.4 0.4
C -0.1145 -2.7487 1.4089 -1.0 0.2 -0.6
C -1.4169 -2.7383 0.6018 0.0 -0.5 0.1
C -1.7502 -4.1236 0.0415 0.2 0.5 -0.5
Cl -2.0064 -4.0948 -1.7282 0.0 0.0 -0.2
S 2.0276 -1.2422 1.4442 1.0 -0.6 1.0
O 3.3561 -1.3573 1.0153 0.9 -0.2 -1.4
O 1.8223 -1.3419 2.8267 -1.1 0.0 1.6
F 1.5666 0.1713 1.0669 -0.6 0.9 -0.5
H 2.9933 -3.7256 2.0004 -0.1 0.3 0.1
H 3.3469 -5.3273 1.4535 0.2 -0.2 0.0
H 1.6967 -4.9328 1.7449 -0.3 0.1 0.2
H 2.1972 -5.0303 -0.6251 -0.2 -0.2 -0.2
H 0.6828 -3.4749 -0.9129 -0.3 -0.2 0.1
H -0.2721 -2.1831 2.3106 0.3 0.3 0.2
H 0.0609 -3.7732 1.7120 0.4 -0.1 0.2
H -1.4012 -1.9858 -0.1765 0.1 0.1 -0.1
H -2.2134 -2.4778 1.2775 -0.4 0.3 0.3
H -0.9117 -4.7867 0.1965 0.0 -0.4 0.1
H -2.6492 -4.5329 0.4708 -0.2 -0.2 0.1
C -2.6273 2.4915 -1.2141 0.0 0.0 0.1
C -2.6990 3.2741 -2.2980 -0.2 -0.1 0.1
C -1.4726 3.7668 -3.0176 0.4 0.0 0.0
O -1.6447 4.4608 -4.0046 -0.1 0.0 0.1
C -0.1718 3.3959 -2.4974 0.0 0.0 -0.1
C -0.0887 2.6131 -1.4100 0.2 0.0 0.0
C -1.3263 2.0995 -0.7053 -0.1 0.0 0.1
O -1.1689 1.3862 0.2708 0.2 0.0 -0.1
O 1.0735 2.2456 -0.8821 -0.2 -0.1 0.1
O -3.8451 3.6836 -2.8333 0.1 0.0 -0.1
H -3.5037 2.1313 -0.6959 0.0 0.0 0.0
H 0.7020 3.7702 -3.0115 0.0 0.0 0.0
H 0.9028 1.6676 -0.1099 -0.1 0.2 -0.2
H -3.5986 4.2367 -3.6047 0.0 -0.1 0.1
C 7.3708 3.3050 -0.2444 -0.1 0.0 -0.1
C 7.9369 2.5424 0.7026 0.0 0.2 -0.1
C 7.3335 1.2325 1.1463 -0.3 -0.2 0.0
O 7.9299 0.6011 2.0011 0.1 0.2 0.0
C 6.0875 0.8141 0.5371 0.2 -0.2 0.3
C 5.5246 1.5729 -0.4103 0.0 -0.3 0.1
C 6.1354 2.8680 -0.8733 0.2 0.2 0.0
O 5.5631 3.4843 -1.7544 -0.1 -0.2 0.0
O 4.4002 1.2180 -1.0100 -0.2 0.3 -0.3
O 9.0625 2.8663 1.3232 0.0 -0.1 0.1
H 7.7988 4.2425 -0.5693 0.0 0.0 0.0
H 5.6476 -0.1203 0.8581 0.0 0.0 0.0
H 4.1931 1.9128 -1.6668 0.0 0.0 0.1
H 9.2416 2.1371 1.9527 0.0 0.0 -0.1
C -1.1405 1.1893 3.6670 0.2 0.1 0.0
C -2.3022 0.8364 4.2306 0.0 -0.1 -0.2
C -2.7487 1.3857 5.5580 0.1 0.2 0.3
O -3.8304 1.0166 5.9821 0.0 -0.1 -0.1
C -1.8741 2.3102 6.2535 -0.1 0.0 0.1
C -0.7084 2.6644 5.6940 -0.1 0.0 0.2
C -0.2719 2.1329 4.3532 -0.2 -0.3 -0.3
O 0.7912 2.5236 3.9107 0.1 0.1 0.1
O 0.1472 3.5006 6.2604 0.2 0.0 -0.1
O -3.1611 -0.0204 3.6828 0.0 0.0 0.1
H -0.8092 0.8100 2.7122 -0.1 0.0 -0.1
H -2.1977 2.6868 7.2132 0.0 0.0 0.0
H 0.9018 3.5800 5.6407 -0.1 0.0 0.0
H -3.9130 -0.0779 4.3097 0.1 0.0 -0.1
C -4.6142 -1.8167 -3.3090 0.0 0.1 0.1
C -4.9464 -2.4254 -4.4565 0.1 0.0 0.2
C -5.6790 -1.7082 -5.5613 -0.2 0.3 -0.1
O -5.9231 -2.3373 -6.5756 0.1 -0.1 0.1
C -6.0541 -0.3222 -5.3515 0.0 -0.1 -0.1
C -5.7261 0.2860 -4.2017 -0.1 0.1 -0.2
C -4.9691 -0.4264 -3.1097 0.1 -0.3 0.1
O -4.7001 0.2061 -2.1033 -0.1 0.2 -0.1
O -6.0368 1.5457 -3.9343 0.1 0.0 0.2
O -4.6618 -3.6924 -4.7160 -0.1 0.0 -0.2
H -4.0913 -2.3299 -2.5162 0.0 0.0 0.0
H -6.5944 0.1801 -6.1411 0.0 0.0 0.0
H -5.6806 1.7426 -3.0422 0.0 0.0 -0.2
H -5.0115 -3.8712 -5.6135 0.0 0.0 0.1
```
Positions in Å, forces in eV/Å.

SMILES	C[C@H](Cl)[C@H](Cl)N(CCCCl)S(=O)(=O)F.O=C1C=C(O)C(=O)C=C1O.O=C1C=C(O)C(=O)C=C1O.O=C1C=C(O)C(=O)C=C1O.O=C1C=C(O)C(=O)C=C1O
gap between HOMO and LUMO	7.836	eV


4.
Density functional theory data (wB97M-V/def2-TZVPD) for a 3-piece molecular cluster, C2H11NO2 overall.

The geometry in XYZ format:
```
16
Properties=species:S:1:pos:R:3:forces:R:3
C 0.0729 -0.7116 1.6830 0.3 0.9 0.0
N 1.1397 0.1355 1.1312 -0.8 1.8 0.0
C 1.7288 -0.4769 -0.0097 1.1 1.4 -3.9
H 0.5407 -1.6354 1.9977 -0.2 -0.5 -0.3
H -0.7634 -0.8203 0.9915 0.0 -0.6 -0.3
H -0.3935 -0.3124 2.5771 0.3 0.5 0.2
H 0.7853 1.1045 0.8206 0.4 -2.2 0.8
H 1.0027 -0.6226 -0.9127 0.7 0.2 1.2
H 2.5498 0.2654 -0.5525 -1.8 -2.0 1.7
H 2.1503 -1.4818 0.1290 0.1 0.5 0.5
H -1.1509 1.0373 -0.8282 -1.0 -2.0 -1.0
H -1.5057 2.5057 -0.6442 -0.7 0.5 -0.2
O -0.8440 1.8483 -0.5066 1.7 1.5 1.2
H -2.1028 -1.3064 -2.3141 0.8 0.8 0.8
H -0.8902 -1.3693 -1.3446 -0.3 0.3 -0.2
O -1.5323 -0.7460 -1.7281 -0.5 -1.2 -0.6
```
Positions in Å, forces in eV/Å.

SMILES	CNC.O.O
gap between HOMO and LUMO	9.000	eV
ΔE to the lowest compared entry with this formula, charge and spin	1.342	eV


5.
Density functional theory data (wB97M-V/def2-TZVPD) for a 2-piece molecular cluster, C3H10N2O overall.

The geometry in XYZ format:
```
16
Properties=species:S:1:pos:R:3:forces:R:3
C 1.5233 0.9141 0.8167 -0.5 -0.7 -2.7
C 2.3013 0.4438 -0.2145 1.2 0.3 0.6
N 0.7862 0.2976 1.7965 0.4 0.5 1.0
H 1.1941 1.9215 0.6018 -0.2 0.4 0.5
H 2.5267 1.1055 -1.0893 -0.3 -0.2 1.3
H 3.0403 -0.3833 -0.1811 -1.2 0.0 0.1
H -2.3577 -1.0910 0.7491 -1.0 -0.6 1.0
H 0.1481 0.9186 2.3001 0.5 -0.7 -0.5
H 0.5039 -0.6799 1.7844 0.4 0.6 -0.3
N -0.6997 -0.2378 -1.7910 0.8 0.2 0.6
C -1.8249 -0.6056 -0.9623 1.3 0.0 -0.4
O -1.5670 -0.6773 0.4541 0.9 0.0 -0.9
H -0.5223 0.7540 -1.6448 0.1 -0.2 -0.1
H 0.2404 -0.6877 -1.6296 -1.7 0.2 0.2
H -2.5651 0.1424 -1.0699 -0.8 1.0 -0.5
H -2.2765 -1.5135 -1.3319 0.1 -0.7 0.1
```
Positions in Å, forces in eV/Å.

SMILES	C=CN.NCO
gap between HOMO and LUMO	8.642	eV
ΔE to the lowest compared entry with this formula, charge and spin	2.388	eV


Number 1: F_max 0.01021 Eh/bohr, electronic energy -30937.3125 eV. Number 2: F_max 0.01944 Eh/bohr, electronic energy -92280.3490 eV. Number 3: F_max 0.03739 Eh/bohr, electronic energy -121010.8451 eV. Number 4: F_max 0.08287 Eh/bohr, electronic energy -7836.5848 eV. Number 5: F_max 0.05530 Eh/bohr, electronic energy -8299.1164 eV.